Entry 1:
2 unconnected molecules or ions with the total composition C3H6NO2. Source: the OMol25 dataset; level of theory: the ωB97M-V functional and the def2-TZVPD basis.

Results
- relative energy (zero: lowest compared OMol25 entry of this formula, charge and spin) (kJ/mol) = 140.0
- HOMO energy (eV) = -4.12
- E_LUMO (hartree) = 0.151
- DFT total energy (Ha) = -323.1649
- maximum force (eV/A) = 3.99

```
! wB97M-V def2-TZVPD RIJCOSX def2/J DEFGRID3
* xyz -1 1
C -2.2536 -0.0656 1.3335
C -1.5126 -0.1259 0.2073
N -0.1944 0.2640 0.0373
H -1.7996 0.0136 2.3166
H -3.3213 -0.2224 1.2971
H -1.8549 -0.5573 -0.7342
H 0.2348 0.6264 0.8567
H 0.1072 0.0298 -0.9283
O 1.6059 -0.1349 -1.8572
C 2.6482 -0.0063 -1.1602
O 2.8878 0.9641 -0.4005
H 3.4524 -0.7855 -0.9681
*
```


Entry 2:
A gas-phase ion, C3H6NO2 (charge -1). Source: the OMol25 dataset; level of theory: the ωB97M-V functional and the def2-TZVPD basis.

Results
- relative energy (zero: lowest compared OMol25 entry of this formula, charge and spin) (kJ/mol) = 244.8
- HOMO energy (eV) = -2.81
- E_LUMO (hartree) = 0.149
- DFT total energy (Ha) = -323.1250
- maximum force (eV/A) = 2.33

```
! wB97M-V def2-TZVPD RIJCOSX def2/J DEFGRID3
* xyz -1 1
O -1.4916 1.5789 1.9696
C -0.8755 1.4001 0.9113
N -0.6526 0.1819 0.4229
C -0.0980 -0.3224 -0.8222
C 1.1821 -1.2473 -0.5844
O 1.7995 -1.4225 -1.8104
H -0.4944 2.3304 0.2957
H -0.4856 -0.4714 1.1670
H -0.9081 -0.9422 -1.3065
H 0.2206 0.4327 -1.5641
H 1.8763 -0.7506 0.0959
H 0.6445 -2.1061 0.0507
*
```